No. 1
2 unconnected molecules or ions with the total composition C2H5S, computed with ωB97M-V with the def2-TZVPD basis set.

The charge is -1. For the HOMO-LUMO gap, the calculation gives 0.25053 Eh. The calculation puts the highest occupied orbital energy at -2.6 eV. As for the LUMO energy: 0.1568 hartree. The calculation puts the energy relative to the best compared isomer or geometry (same formula, charge and spin) at 128.6 kJ/mol.

Each line ends with the Mulliken charge.
Geometry (Å):
S: 2.96 -0.18 0.20  -0.891
C: -0.51 0.80 0.24  -0.465
C: -1.34 -0.26 0.11  -0.431
H: -1.83 -0.54 -0.92  0.173
H: -0.59 1.54 -0.55  0.204
H: 2.09 -0.89 -0.61  -0.035
H: 0.46 0.62 0.71  0.223
H: -1.24 -1.09 0.82  0.222

---

No. 2
A molecular structure, H6IO3, computed with ωB97M-V with the def2-TZVPD basis set.

The charge is -1. For the HOMO-LUMO gap, the calculation gives 0.27970 Eh. The calculation puts the highest occupied orbital energy at -4.0 eV. As for the LUMO energy: 0.1335 hartree. The calculation puts the energy relative to the best compared isomer or geometry (same formula, charge and spin) at 168.6 kJ/mol.

Each line ends with the Mulliken charge.
Geometry (Å):
I: 0.33 0.22 1.20  -0.876
O: -0.40 2.86 0.11  -0.633
O: -1.55 -1.66 0.25  -0.652
O: 1.60 -1.28 -0.90  -0.629
H: 1.61 -0.49 -0.37  0.287
H: -0.69 1.96 0.21  0.303
H: -0.98 -0.91 0.11  0.228
H: -1.12 -2.17 0.94  0.335
H: 0.71 -1.32 -1.26  0.329
H: 0.47 2.79 -0.29  0.306

---

No. 3
A molecular structure, C4H7NO4Sn, computed with ωB97M-V with the def2-TZVPD basis set.

For the HOMO-LUMO gap, the calculation gives 0.09643 Eh. The calculation puts the highest occupied orbital energy at -6.7 eV. As for the LUMO energy: -0.1507 hartree. The calculation puts the energy relative to the best compared isomer or geometry (same formula, charge and spin) at 508.0 kJ/mol.

Each line ends with the Mulliken charge.
Geometry (Å):
Sn: 8.51 19.08 0.54  0.398
O: 9.94 24.79 -2.88  -0.386
O: 8.84 22.97 -3.02  -0.403
O: 9.95 23.37 -1.17  -0.448
O: 11.16 14.52 1.44  -0.627
N: 11.31 12.82 2.86  -0.192
C: 10.26 13.22 3.78  -0.777
C: 11.59 13.43 1.72  0.657
C: 9.63 23.69 -2.36  0.838
C: 12.67 12.82 0.79  -1.086
H: 10.51 14.25 4.04  0.257
H: 9.96 12.56 4.60  0.327
H: 13.01 13.53 0.04  0.283
H: 13.53 12.48 1.36  0.326
H: 11.57 11.85 2.84  0.240
H: 9.27 13.33 3.33  0.283
H: 12.26 11.96 0.26  0.308

---

No. 4
2 unconnected molecules or ions with the total composition C20H19N2, computed with ωB97M-V with the def2-TZVPD basis set.

The charge is +1. For the HOMO-LUMO gap, the calculation gives 0.18058 Eh. The calculation puts the highest occupied orbital energy at -10.1 eV. As for the LUMO energy: -0.1905 hartree. The calculation puts the energy relative to the best compared isomer or geometry (same formula, charge and spin) at 24.3 kJ/mol.

Each line ends with the Mulliken charge.
Geometry (Å):
N: -5.94 3.88 2.20  0.061
N: -3.35 -0.45 0.19  -0.350
C: -4.46 5.53 -0.80  -0.659
C: -5.65 2.85 3.08  0.688
C: -1.10 -3.36 0.22  -0.518
C: -4.50 2.02 2.84  1.601
C: -1.64 -1.11 1.80  -0.051
C: -0.68 -2.03 2.20  -0.807
C: -0.40 -3.16 1.42  -0.517
C: -5.36 5.25 0.24  -1.155
C: -7.08 4.73 2.55  -1.110
C: -6.02 1.66 5.18  -0.712
C: -4.00 3.31 0.85  0.960
C: -5.14 4.16 1.10  0.929
C: -3.35 4.71 -1.04  -0.783
C: -4.90 0.85 4.94  -0.874
C: -3.14 3.60 -0.24  -0.532
C: -4.16 1.02 3.78  -0.457
C: -2.37 -1.32 0.60  0.902
C: -3.73 2.24 1.69  -1.135
C: -2.06 -2.45 -0.20  -0.527
C: -6.40 2.64 4.25  -0.666
H: -7.29 3.25 4.44  0.402
H: -8.00 4.13 2.64  0.390
H: -2.29 2.92 -0.41  0.419
H: -6.91 5.21 3.53  0.431
H: -6.62 1.51 6.08  0.408
H: -3.79 0.23 0.79  0.116
H: -6.23 5.90 0.37  0.228
H: -2.76 1.75 1.61  0.840
H: -4.60 0.10 5.67  0.442
H: -0.88 -4.23 -0.39  0.366
H: -2.59 -2.60 -1.15  0.306
H: -3.75 -0.55 -0.73  0.178
H: -2.66 4.93 -1.85  0.413
H: -7.25 5.50 1.80  0.226
H: -4.65 6.38 -1.46  0.415
H: -0.14 -1.87 3.13  0.363
H: -1.82 -0.20 2.39  0.278
H: 0.36 -3.87 1.74  0.356
H: -3.28 0.40 3.58  0.135

---

No. 5
2 unconnected molecules or ions with the total composition C2FN3, computed with ωB97M-V with the def2-TZVPD basis set.

For the HOMO-LUMO gap (spin up / spin down), the calculation gives 0.42356 / 0.22161 Eh. The calculation puts the highest occupied orbital energy (spin up / spin down) at -12.7 / -10.0 eV. As for the LUMO energy (spin up / spin down): -0.0427 / -0.1454 hartree. The calculation puts the energy relative to the best compared isomer or geometry (same formula, charge and spin) at 476.5 kJ/mol.

Each line ends with the Mulliken charge.
Geometry (Å):
F: 1.71 1.28 -0.07  -0.150
N: -2.99 0.55 -0.16  -0.231
N: 1.29 -1.07 -0.57  -0.235
N: 0.66 -0.78 0.72  -0.271
C: -2.04 -0.04 -0.01  0.087
C: 1.37 0.05 0.09  0.800

---

No. 6
A molecular structure, C24H31BN8PPt, computed with ωB97M-V with the def2-TZVPD basis set.

The charge is +2. For the HOMO-LUMO gap (spin up / spin down), the calculation gives 0.21475 / 0.19863 Eh. The calculation puts the highest occupied orbital energy (spin up / spin down) at -14.1 / -14.1 eV. As for the LUMO energy (spin up / spin down): -0.3041 / -0.3201 hartree. The calculation puts the energy relative to the best compared isomer or geometry (same formula, charge and spin) at 21.7 kJ/mol. Its spin multiplicity is 2.

Each line ends with the Mulliken charge.
Geometry (Å):
Pt: -0.80 -0.98 0.11  1.914
P: -2.59 0.35 0.85  1.326
N: 0.72 -2.22 -0.43  -0.662
N: 2.00 -1.79 -0.48  1.092
N: 1.59 -0.16 1.38  1.361
N: 0.37 -0.65 1.71  -0.925
N: 3.65 0.09 0.01  0.257
N: 1.41 0.53 -1.08  0.880
N: 3.95 1.43 -0.08  -1.043
N: 0.09 0.26 -1.27  -0.997
C: -3.64 1.05 -0.41  1.056
C: 2.75 -2.76 -1.01  0.155
C: -5.52 0.84 -1.90  -0.736
C: 0.24 -0.67 3.05  0.491
C: -1.63 0.52 -3.08  -1.257
C: -5.36 2.17 -2.27  -0.533
C: 1.41 -0.15 3.59  -1.431
C: -4.66 0.28 -0.96  -0.771
C: -4.35 2.94 -1.72  -0.721
C: 2.23 0.15 2.51  0.033
C: 1.84 1.24 -2.13  0.038
C: 0.80 1.40 -3.02  -1.480
C: 5.89 2.86 0.32  -1.234
C: -0.62 -4.22 -1.02  -1.251
C: -3.48 2.38 -0.79  -0.550
C: -0.93 -1.25 3.76  -1.467
C: -2.03 1.71 1.88  -1.511
C: 4.72 -0.61 0.47  -0.241
C: 5.75 0.28 0.66  -1.164
C: 5.21 1.54 0.29  0.684
C: 1.95 -3.84 -1.30  -1.487
C: -0.30 0.74 -2.47  0.607
C: 0.66 -3.47 -0.93  0.633
C: -3.70 -0.65 1.87  -1.622
B: 2.23 -0.30 -0.05  -0.183
H: -0.59 -5.11 -0.38  0.350
H: -6.32 0.25 -2.31  0.454
H: -1.53 -0.49 4.26  0.303
H: 4.68 -1.67 0.67  0.606
H: -1.50 1.32 2.75  0.298
H: -2.30 1.36 -2.91  0.168
H: -6.03 2.61 -3.00  0.437
H: 2.26 -4.78 -1.74  0.478
H: -0.58 -1.94 4.53  0.509
H: 6.89 2.80 -0.12  0.347
H: 0.82 1.91 -3.96  0.524
H: 5.31 3.60 -0.22  0.357
H: -2.11 -0.38 -2.69  0.270
H: -1.55 -1.82 3.07  0.286
H: -4.60 -0.05 2.04  0.496
H: 6.75 0.06 0.98  0.472
H: -1.34 2.35 1.33  0.443
H: 1.65 -0.03 4.63  0.523
H: 3.81 -2.61 -1.17  0.686
H: -0.81 -4.55 -2.04  0.363
H: 2.86 1.57 -2.16  0.644
H: -1.47 -3.61 -0.69  0.123
H: 6.02 3.21 1.35  0.267
H: -3.99 -1.58 1.39  0.445
H: -1.51 0.39 -4.15  0.499
H: -4.23 3.98 -2.00  0.440
H: 3.23 0.54 2.48  0.457
H: -4.81 -0.76 -0.67  0.301
H: -2.89 2.30 2.20  0.529
H: -2.70 3.00 -0.36  0.307
H: -3.24 -0.88 2.83  0.357

---

No. 7
2 unconnected molecules or ions with the total composition C5H8Cl2, computed with ωB97M-V with the def2-TZVPD basis set.

For the HOMO-LUMO gap (spin up / spin down), the calculation gives 0.28529 / 0.27974 Eh. The calculation puts the highest occupied orbital energy (spin up / spin down) at -7.3 / -7.6 eV. As for the LUMO energy (spin up / spin down): 0.0156 / -0.0011 hartree. The calculation puts the energy relative to the best compared isomer or geometry (same formula, charge and spin) at 451.2 kJ/mol.

Each line ends with the Mulliken charge.
Geometry (Å):
Cl: 2.19 0.43 -0.64  -0.154
Cl: -1.60 -0.64 -0.74  -0.078
C: 1.54 -0.56 0.64  -0.354
C: 0.86 -1.75 0.61  0.034
C: 0.23 -2.26 -0.49  -0.862
C: -0.62 1.88 -0.49  -0.864
C: -1.12 0.65 0.20  -0.153
H: -1.35 0.63 1.34  0.345
H: -0.25 -3.27 -0.47  0.303
H: -1.45 2.55 -0.83  0.308
H: -0.02 2.35 0.28  0.271
H: 0.71 -2.21 1.63  0.233
H: 1.70 -0.01 1.62  0.346
H: -0.17 1.56 -1.44  0.277
H: 0.32 -1.81 -1.57  0.346

---

No. 8
2 unconnected molecules or ions with the total composition C9H14, computed with ωB97M-V with the def2-TZVPD basis set.

As for the SMILES: Cc1ccccc1.CC. For the HOMO-LUMO gap, the calculation gives 0.35748 Eh. The calculation puts the highest occupied orbital energy at -8.8 eV. As for the LUMO energy: 0.0352 hartree. The calculation puts the energy relative to the best compared isomer or geometry (same formula, charge and spin) at 225.5 kJ/mol.

Each line ends with the Mulliken charge.
Geometry (Å):
C: 0.15 3.27 2.12  -0.268
C: -1.94 2.86 1.14  -0.184
C: -1.15 3.71 1.86  -0.669
C: 0.51 0.55 -0.42  -1.012
C: -0.18 1.33 0.62  0.824
C: -1.52 1.67 0.57  -0.453
C: 0.63 2.11 1.49  -0.625
C: 0.09 -4.10 -1.38  -0.880
C: 1.36 -3.60 -1.88  -0.735
H: -3.01 3.25 1.13  0.256
H: 1.53 -2.61 -2.38  0.249
H: 1.81 -4.26 -2.68  0.287
H: -0.42 -3.50 -0.61  0.263
H: -1.30 4.73 1.93  0.419
H: 0.59 3.85 2.95  0.319
H: 0.17 -5.05 -0.98  0.335
H: -2.38 0.96 0.28  0.225
H: 1.57 0.38 -0.27  0.338
H: 0.34 0.84 -1.52  0.270
H: 2.24 -3.65 -1.04  0.194
H: -0.64 -4.19 -2.15  0.289
H: -0.06 -0.34 -0.40  0.191
H: 1.60 1.78 1.62  0.368